# 1
This record from the Open Molecules 2025 dataset describes a structure of composition C32H72BCl18NO5Si2 in a non-equilibrium geometry. The level of theory is wB97M-V/def2-TZVPD.

E_HOMO, eV: -8.67
LUMO energy, eV: 0.3
Energy relative to the best compared isomer or geometry (same formula, charge and spin), kcal/mol: 0.0
F_max, eV Å⁻¹: 1.7

Last column: Löwdin charge in e.
Geometry (Å):
C: -4.3590 1.1042 -1.5868  -0.11
O: -3.2724 1.1937 -2.4900  -0.23
C: -2.6564 -0.0753 -2.6830  -0.23
C: -1.7381 -0.4148 -1.4841  -0.16
C: -0.2671 -0.5745 -1.8828  -0.19
C: 0.5779 -1.4719 -0.9719  -0.22
C: -0.0894 -2.7892 -0.5600  -0.22
C: 0.9063 -3.9271 -0.3720  -0.22
C: 1.9552 -3.6891 0.7223  -0.24
C: 1.4534 -3.0207 1.9951  -0.23
C: 2.6554 -2.6955 2.9156  -0.28
C: 2.5453 -3.2873 4.3281  -0.30
Si: 1.2347 -2.4129 5.3381  0.53
O: 1.9455 -1.2053 6.2303  -0.40
Si: 1.7442 0.4162 5.8553  0.63
C: 1.4946 1.3748 7.4763  -0.28
O: 1.9160 2.7256 7.3316  -0.21
O: 0.9560 3.3040 6.4298  -0.05
B: 3.4518 1.0725 4.9616  -0.60
O: 4.6482 0.5063 5.3990  0.07
N: 3.4258 2.1093 3.9788  -0.10
C: 2.2779 2.0767 3.0485  -0.11
C: 4.7130 2.4169 3.3257  -0.08
H: -5.0468 0.3017 -1.8718  0.07
H: -3.9645 0.8940 -0.5891  0.09
H: -4.8872 2.0541 -1.6032  0.07
H: -3.4420 -0.8329 -2.7657  0.09
H: -2.1112 -0.0831 -3.6241  0.10
H: -2.1264 -1.3060 -0.9947  0.10
H: -1.8400 0.4213 -0.7936  0.11
H: 0.1720 0.4263 -1.8469  0.11
H: -0.1834 -0.8847 -2.9258  0.11
H: 0.9180 -0.8986 -0.1076  0.09
H: 1.4895 -1.7202 -1.5201  0.03
H: -0.6534 -2.6260 0.3606  0.11
H: -0.8247 -3.0760 -1.3152  0.11
H: 0.3664 -4.8461 -0.1594  0.06
H: 1.4263 -4.0723 -1.3236  0.11
H: 2.7744 -3.0900 0.3223  0.07
H: 2.3656 -4.6588 1.0088  0.09
H: 0.9464 -2.0843 1.7770  0.09
H: 0.7910 -3.6875 2.5481  0.07
H: 3.5655 -3.0928 2.4622  0.10
H: 2.7945 -1.6132 2.9921  0.07
H: 3.5112 -3.2239 4.8347  0.06
H: 2.2840 -4.3497 4.2890  0.05
H: 0.4749 -3.3395 6.2077  -0.03
H: 0.2930 -1.7725 4.3892  -0.01
H: 0.5841 0.6071 4.9556  0.00
H: 0.4578 1.3366 7.8246  0.09
H: 2.0994 0.9529 8.2791  0.10
H: 1.5127 3.9337 5.9509  0.10
H: 5.0701 -0.0073 4.7006  0.09
H: 2.0111 1.0739 2.7146  0.06
H: 2.5054 2.6540 2.1552  0.08
H: 1.4077 2.5465 3.5035  0.07
H: 5.2011 3.2414 3.8439  0.09
H: 5.3950 1.5705 3.2820  0.07
H: 4.5498 2.7497 2.3032  0.07
Cl: -5.8330 -0.3276 -4.7791  0.58
C: -5.0742 -0.1815 -6.3889  -0.65
C: -4.5350 -1.4966 -6.8862  -0.65
Cl: -3.1245 -2.0401 -5.9393  0.55
H: -4.2942 0.5718 -6.3222  0.03
H: -5.8462 0.1796 -7.0662  0.08
H: -4.1999 -1.3816 -7.9155  0.07
H: -5.2873 -2.2802 -6.8478  0.07
Cl: -4.1024 3.4106 -6.1894  0.56
C: -4.6489 3.4050 -4.4861  -0.66
C: -5.0434 4.7794 -4.0216  -0.69
Cl: -3.6323 5.8701 -3.8898  0.57
H: -3.8503 2.9796 -3.8830  0.05
H: -5.5091 2.7404 -4.4334  0.02
H: -5.4851 4.7191 -3.0295  0.02
H: -5.7587 5.2465 -4.6917  0.00
Cl: 3.8915 -1.9716 -2.1097  0.61
C: 4.7837 -0.4479 -1.8495  -0.65
C: 5.2934 -0.3249 -0.4389  -0.66
Cl: 3.9672 -0.1214 0.7453  0.62
H: 4.1173 0.3731 -2.1033  0.07
H: 5.6261 -0.4477 -2.5387  0.03
H: 5.9371 0.5502 -0.3667  0.00
H: 5.8629 -1.2053 -0.1496  0.07
Cl: 0.4457 -6.4039 2.0401  0.62
C: 0.8036 -8.0992 1.6205  -0.65
C: 0.3386 -8.4427 0.2292  -0.66
Cl: -1.4390 -8.4518 0.0961  0.54
H: 0.3348 -8.7342 2.3679  0.07
H: 1.8836 -8.2232 1.6857  0.05
H: 0.6841 -9.4411 -0.0336  0.07
H: 0.7219 -7.7338 -0.5004  0.07
Cl: -2.3721 7.8153 0.6843  0.53
C: -1.0323 7.6571 -0.4822  -0.67
C: -1.0881 6.3575 -1.2418  -0.68
Cl: -0.7524 4.9513 -0.1968  0.53
H: -0.1008 7.7559 0.0690  0.06
H: -1.1190 8.4879 -1.1805  0.07
H: -0.3299 6.3608 -2.0234  0.07
H: -2.0615 6.2068 -1.7000  0.00
Cl: -7.6411 3.0471 -2.6135  0.60
C: -8.5916 1.8946 -1.6395  -0.64
C: -9.0441 0.7115 -2.4560  -0.66
Cl: -10.2539 1.1666 -3.6823  0.54
H: -9.4341 2.4348 -1.2161  0.07
H: -7.9477 1.5551 -0.8296  0.07
H: -9.5108 -0.0231 -1.8020  0.07
H: -8.2087 0.2448 -2.9722  0.03
Cl: -7.6198 7.0763 -3.2351  0.56
C: -6.8105 8.5066 -3.9292  -0.65
C: -7.0972 8.6602 -5.4015  -0.65
Cl: -6.3332 7.3699 -6.3644  0.57
H: -5.7439 8.4070 -3.7424  0.06
H: -7.1853 9.3759 -3.3915  0.07
H: -6.6900 9.6056 -5.7558  0.07
H: -8.1651 8.6403 -5.6023  0.07
Cl: 5.8774 -5.3933 4.9819  0.54
C: 4.9478 -6.4295 6.0956  -0.66
C: 4.5499 -7.7344 5.4541  -0.66
Cl: 3.3491 -7.4898 4.1602  0.56
H: 4.0760 -5.8676 6.4216  0.07
H: 5.5840 -6.6256 6.9567  0.07
H: 4.0925 -8.3845 6.1978  0.07
H: 5.4083 -8.2426 5.0228  0.07
Cl: 7.9828 1.4081 -1.5047  0.60
C: 9.3010 0.2995 -1.0391  -0.63
C: 9.6547 -0.6448 -2.1579  -0.65
Cl: 8.3391 -1.8048 -2.4813  0.56
H: 8.9803 -0.2431 -0.1532  0.07
H: 10.1610 0.9147 -0.7820  0.07
H: 10.5340 -1.2239 -1.8818  0.07
H: 9.8609 -0.1082 -3.0801  0.07

Atomic forces in eV per Å
0.548 -0.016 -0.066
-0.334 -0.065 -0.609
-0.047 -0.141 0.855
-0.130 -0.017 -0.605
0.007 0.412 0.411
0.076 -0.189 -0.449
0.033 0.313 0.070
0.037 0.215 0.063
-0.289 -0.014 -0.194
0.836 0.151 0.340
0.058 -0.309 0.183
-0.322 -0.029 0.152
0.335 -0.025 -0.064
-0.702 0.175 -0.297
0.633 0.166 0.095
-0.234 -0.382 -0.115
0.022 0.131 0.275
-0.022 0.037 -0.162
-0.297 0.541 0.309
-0.205 -0.175 -0.038
0.545 -1.367 -0.841
-0.153 0.639 0.148
-0.227 0.537 0.018
-0.048 -0.026 -0.068
-0.290 0.068 0.194
0.007 0.073 0.090
-0.040 -0.029 -0.155
0.042 0.360 -0.048
0.112 -0.060 0.109
0.070 -0.070 0.230
0.092 0.030 -0.219
-0.088 -0.315 0.003
-0.098 -0.060 0.168
-0.117 0.112 0.089
-0.120 -0.134 0.031
0.024 -0.071 -0.095
-0.125 -0.093 0.002
0.039 -0.118 -0.035
0.031 0.072 -0.024
0.247 0.001 -0.056
-0.329 -0.098 -0.045
-0.339 0.075 -0.138
0.074 0.090 -0.108
0.039 0.050 -0.055
-0.011 0.017 0.138
0.098 -0.080 -0.187
0.081 0.032 0.125
-0.122 -0.057 0.042
-0.186 -0.177 0.124
-0.051 0.116 0.039
0.212 0.078 -0.026
0.069 -0.078 0.016
0.271 0.203 0.070
-0.030 -0.063 0.059
0.081 0.065 0.002
-0.128 -0.140 0.073
0.164 -0.080 0.127
0.048 -0.053 0.043
-0.077 -0.040 -0.051
0.007 0.007 0.063
-0.016 0.081 -0.136
-0.007 -0.001 -0.048
-0.012 -0.045 0.014
0.008 -0.012 0.080
-0.017 -0.030 0.002
0.015 0.034 0.005
0.014 -0.013 0.066
0.036 0.014 -0.074
0.040 -0.084 0.125
-0.089 -0.101 0.029
-0.028 0.103 -0.062
0.025 -0.004 -0.047
-0.024 0.020 -0.023
0.059 -0.007 0.029
0.051 0.045 -0.034
0.287 -0.042 -0.109
0.001 0.058 -0.064
0.056 0.022 0.054
0.033 -0.014 -0.048
-0.051 -0.028 0.028
0.029 -0.021 0.039
-0.203 -0.097 0.076
-0.050 -0.032 0.013
-0.052 -0.182 0.189
0.056 -0.041 0.046
0.053 -0.038 -0.046
-0.006 0.013 -0.009
-0.051 0.022 -0.009
0.006 0.023 -0.037
-0.014 -0.012 0.023
-0.032 0.033 0.011
0.002 0.002 0.012
0.050 0.047 -0.029
-0.003 -0.002 -0.063
-0.006 -0.009 0.010
-0.018 -0.024 0.040
-0.027 -0.012 -0.014
0.019 0.005 0.016
0.000 -0.037 0.060
-0.078 0.055 0.026
0.014 -0.064 0.077
0.014 -0.073 0.030
0.007 0.000 -0.016
-0.011 0.031 -0.055
0.028 -0.013 -0.026
-0.019 0.020 0.012
-0.002 0.036 -0.040
-0.010 -0.003 0.012
0.038 0.083 0.028
-0.009 0.052 0.018
-0.021 -0.002 -0.067
-0.002 -0.067 -0.012
-0.029 -0.006 -0.010
0.035 -0.007 0.019
-0.002 -0.058 0.002
-0.005 0.010 -0.007
0.006 0.006 0.074
0.029 -0.039 0.044
-0.051 0.009 -0.044
-0.011 0.021 -0.048
0.020 -0.013 -0.016
-0.029 0.033 0.012
0.002 0.033 -0.044
0.194 0.172 -0.106
0.040 -0.025 0.080
0.061 -0.018 -0.012
-0.011 -0.004 -0.010
-0.043 0.000 -0.011
0.001 0.019 -0.051
-0.020 -0.020 0.026
-0.048 0.001 -0.013

# 2
This record from the Open Molecules 2025 dataset describes a cluster of 8 separate species, C32H72ClN9O9P in total in a non-equilibrium geometry. The level of theory is wB97M-V/def2-TZVPD.

Net charge: +1
E_HOMO, eV: -10.80
LUMO energy, eV: -2.4
F_max, eV Å⁻¹: 1.6

Last column: Löwdin charge in e.
Geometry (Å):
C: 4.8091 2.2909 2.6104  -0.08
C: 5.1271 2.8101 1.1963  -0.20
C: 4.0230 2.6120 0.1562  -0.17
O: 2.7326 2.4525 0.7600  -0.10
C: 1.7531 2.1214 -0.1474  -0.34
C: 1.2993 0.6467 -0.2966  -0.33
N: 2.3147 -0.1580 -0.9426  0.11
C: 2.9235 -1.0627 -0.2669  -0.34
C: 3.2176 -0.9915 1.1988  0.00
C: 3.4379 -2.2704 -1.0172  -0.01
C: 0.1662 0.8566 -1.3203  -0.65
Cl: -1.1264 -0.3014 -1.3643  0.74
N: -0.2920 2.3135 -1.2220  0.05
C: 0.4097 2.8202 0.0352  -0.28
P: -0.7128 2.1150 1.4039  0.93
C: 0.3868 1.6435 2.7812  -0.21
O: -1.5789 3.4002 1.9436  -0.29
H: 5.3188 2.9369 3.3271  0.07
H: 3.7545 2.3275 2.8655  0.05
H: 5.2384 1.3035 2.7670  0.07
H: 5.9841 2.2413 0.8367  0.08
H: 5.4686 3.8428 1.2271  0.10
H: 4.2749 1.7919 -0.5184  0.12
H: 3.9785 3.5111 -0.4718  0.12
H: 2.0709 2.3863 -1.1714  0.16
H: 0.9404 0.1548 0.6062  0.12
H: 2.5705 -0.2900 1.7273  0.06
H: 4.2492 -0.6596 1.3273  0.10
H: 3.0879 -1.9657 1.6785  0.06
H: 2.7040 -2.5141 -1.7785  0.08
H: 3.5573 -3.0816 -0.3054  0.06
H: 4.3923 -2.0154 -1.4812  0.09
H: 0.7054 0.8008 -2.2648  0.11
H: 0.0398 2.8544 -2.0163  0.18
H: -1.2892 2.3990 -1.0081  0.14
H: 0.3740 3.9013 0.1658  0.14
H: 0.3016 2.3915 3.5736  0.06
H: 1.4349 1.5633 2.5039  0.02
H: -0.0014 0.7156 3.1989  0.05
H: -1.0535 3.9282 2.5574  0.06
C: -5.9259 -4.1138 -3.2939  -0.01
C: -4.7387 -4.6213 -2.5151  -0.56
O: -4.6624 -5.7735 -2.1189  0.02
N: -3.7363 -3.7440 -2.2487  0.01
C: -3.6544 -2.3485 -2.6189  -0.10
H: -6.6314 -4.9302 -3.4129  0.08
H: -6.4130 -3.3009 -2.7534  0.08
H: -5.6227 -3.7677 -4.2831  0.08
H: -2.9807 -4.1460 -1.7180  0.14
H: -2.7637 -2.1767 -3.2284  0.07
H: -3.5846 -1.7394 -1.7139  0.05
H: -4.5300 -2.0410 -3.1793  0.08
C: 0.7425 -4.6779 2.3663  0.00
C: 2.2357 -4.5704 2.5591  -0.53
O: 2.9564 -4.0179 1.7323  0.00
N: 2.7655 -5.1046 3.6797  0.02
C: 2.0815 -5.7909 4.7620  -0.06
H: 0.4816 -4.2042 1.4246  0.08
H: 0.4325 -5.7223 2.3294  0.09
H: 0.2104 -4.1726 3.1732  0.09
H: 3.7663 -4.9984 3.7424  0.14
H: 2.2517 -5.2638 5.7011  0.09
H: 2.4698 -6.8049 4.8610  0.09
H: 1.0146 -5.8404 4.5759  0.07
C: -4.2160 -0.2530 1.9768  -0.01
C: -3.8392 0.3840 3.2955  -0.56
O: -2.7360 0.2032 3.8059  -0.01
N: -4.7609 1.1615 3.8981  0.02
C: -6.1106 1.4873 3.4544  -0.07
H: -3.3725 -0.8412 1.6260  0.07
H: -5.0785 -0.9108 2.0883  0.07
H: -4.4456 0.5102 1.2323  0.08
H: -4.4458 1.5542 4.7715  0.14
H: -6.2116 2.5618 3.3437  0.06
H: -6.8285 1.1545 4.2031  0.09
H: -6.3344 1.0041 2.5085  0.08
C: -6.8631 -5.3896 0.2081  -0.01
C: -6.2395 -4.1541 0.8085  -0.54
O: -6.1867 -3.0878 0.2074  0.01
N: -5.7232 -4.2612 2.0601  0.01
C: -5.6904 -5.4294 2.9199  -0.07
H: -7.2225 -5.1486 -0.7863  0.07
H: -6.1210 -6.1825 0.1227  0.08
H: -7.7060 -5.7315 0.8105  0.09
H: -5.3207 -3.4046 2.4054  0.12
H: -6.2231 -5.2237 3.8497  0.08
H: -4.6578 -5.6836 3.1648  0.08
H: -6.1529 -6.2796 2.4319  0.07
C: -10.2135 4.1167 4.5512  -0.01
C: -8.9657 4.2672 3.7155  -0.54
O: -7.8805 3.8497 4.0954  0.01
N: -9.0866 4.8880 2.5152  0.01
C: -10.2816 5.4425 1.9051  -0.07
H: -9.9502 3.6053 5.4715  0.08
H: -10.6320 5.0923 4.7997  0.09
H: -10.9636 3.5268 4.0238  0.09
H: -8.2184 4.9578 2.0091  0.14
H: -10.4739 4.9526 0.9496  0.08
H: -10.1462 6.5094 1.7233  0.08
H: -11.1431 5.3041 2.5484  0.07
C: 7.6512 4.2661 -1.0401  -0.01
C: 7.9099 2.8022 -1.3153  -0.55
O: 7.8776 1.9595 -0.4255  0.01
N: 8.1854 2.4510 -2.5911  0.02
C: 8.2681 3.2992 -3.7745  -0.07
H: 7.4531 4.3877 0.0199  0.07
H: 8.5214 4.8669 -1.3036  0.09
H: 6.7874 4.6203 -1.6048  0.08
H: 8.3547 1.4639 -2.7043  0.14
H: 7.5489 2.9688 -4.5162  0.06
H: 9.2613 3.2243 -4.2117  0.08
H: 8.0694 4.3353 -3.5199  0.08
C: 7.7829 0.2910 -6.7290  0.00
C: 8.3992 1.5519 -7.2911  -0.54
O: 8.4576 2.5881 -6.6440  0.01
N: 8.8930 1.4961 -8.5514  0.01
C: 8.9152 0.3668 -9.4633  -0.07
H: 7.4370 0.4958 -5.7202  0.07
H: 6.9321 -0.0262 -7.3324  0.09
H: 8.5167 -0.5145 -6.6906  0.09
H: 9.2895 2.3681 -8.8652  0.14
H: 9.9441 0.1278 -9.7346  0.09
H: 8.3684 0.6135 -10.3743  0.08
H: 8.4616 -0.5069 -9.0087  0.07

Atomic forces in eV per Å
0.532 0.560 0.093
-0.007 -0.691 0.206
0.555 0.742 -0.220
-0.223 -0.382 0.224
-0.511 0.187 -0.454
1.127 0.540 -0.140
-1.181 -1.006 -0.097
0.204 0.183 -0.274
-0.818 -0.254 0.429
0.238 0.804 0.372
1.042 -0.119 -0.947
-0.206 0.114 0.133
0.213 0.254 1.612
-0.155 -0.047 1.288
-0.850 -0.952 -0.073
-0.047 0.481 0.189
0.770 0.004 -0.095
-0.008 -0.037 0.057
-0.055 -0.188 -0.056
-0.351 -0.189 -0.015
0.113 0.192 -0.065
-0.342 0.131 0.051
-0.332 -0.330 0.211
-0.079 -0.031 -0.075
0.353 0.047 0.061
-0.146 0.361 0.201
0.178 0.201 -0.077
0.069 -0.052 -0.053
0.284 0.128 -0.201
0.121 -0.105 -0.148
0.122 -0.152 -0.138
0.055 -0.227 -0.076
-0.284 -0.133 -0.158
-0.486 -0.044 -0.294
-0.164 -0.153 -0.698
0.257 0.113 -0.723
0.084 0.034 0.003
-0.002 -0.060 -0.030
0.015 -0.068 -0.066
-0.201 0.318 0.138
-0.031 -0.012 -0.003
0.020 -0.145 0.173
-0.058 -0.013 -0.010
-0.083 0.080 -0.235
0.289 -0.213 0.293
0.041 -0.048 0.013
0.028 0.038 -0.033
-0.033 0.073 0.016
0.003 0.000 0.012
-0.068 0.100 -0.069
-0.125 0.130 -0.073
-0.026 -0.016 0.014
0.016 0.052 -0.062
0.096 -0.023 -0.070
-0.161 -0.164 0.086
-0.113 0.018 0.001
0.316 0.049 -0.025
0.060 0.006 -0.016
-0.056 0.010 0.069
-0.037 -0.080 0.028
0.009 -0.026 0.015
-0.094 -0.026 0.035
-0.094 -0.037 0.029
-0.009 0.010 -0.023
0.117 -0.032 0.070
0.056 -0.013 0.034
0.148 0.048 -0.138
-0.004 -0.112 -0.145
0.315 -0.021 0.202
0.039 0.015 0.041
-0.076 0.080 -0.124
-0.113 -0.046 -0.014
-0.036 0.025 0.016
-0.122 0.011 -0.035
-0.105 0.030 -0.078
0.045 -0.051 0.006
-0.028 0.078 0.017
-0.014 0.059 -0.089
0.039 -0.019 -0.014
-0.050 -0.089 -0.072
0.112 0.307 0.077
0.032 0.040 -0.012
-0.064 -0.062 -0.016
0.057 -0.059 0.041
0.017 -0.012 0.031
-0.031 -0.106 0.007
-0.026 -0.110 0.003
-0.004 0.003 -0.026
0.049 -0.039 0.043
0.044 -0.004 0.057
-0.115 0.105 -0.014
-0.102 -0.038 0.076
0.314 0.001 -0.126
0.060 -0.003 -0.011
-0.080 -0.021 -0.042
-0.062 0.073 0.002
0.002 0.026 -0.015
-0.111 0.009 0.015
-0.109 0.020 0.020
0.003 -0.011 0.021
-0.018 -0.039 0.096
0.104 -0.141 -0.012
-0.083 0.071 -0.021
-0.089 0.190 0.046
0.011 -0.278 0.323
0.033 -0.052 0.021
-0.053 0.052 -0.072
0.064 0.069 -0.057
0.040 -0.003 -0.021
0.020 0.103 -0.111
-0.024 0.091 -0.104
0.011 -0.005 0.052
-0.002 0.053 0.052
0.054 0.111 -0.041
-0.047 -0.150 -0.129
-0.062 -0.110 0.051
0.119 0.308 -0.049
0.013 0.056 -0.002
0.040 -0.084 -0.018
-0.052 -0.054 -0.055
0.012 -0.001 -0.019
-0.024 -0.107 -0.008
-0.032 -0.104 -0.012
-0.007 0.001 0.021